(1)
Formula: C33H32BrCl4GeN2O2Si2Sr
Source: the OMol25 dataset
Level of theory: wB97M-V/def2-TZVPD

Output
ΔE to the lowest compared entry with this formula, charge and spin (kcal per mole): 1.7
HOMO energy (spin up / spin down) (eV): -0.33 / -2.98
Maximum force (Eh/bohr): 0.004
DFT total energy (Eh): -8638.43827

ORCA input file:
```
! wB97M-V def2-TZVPD RIJCOSX def2/J DEFGRID3
* xyz -2 2
Sr -1.1781 -0.0791 0.7656
Cl -1.9816 -6.9296 -3.0418
C -2.0758 -5.4853 -2.0499
C -2.9382 -5.4697 -0.9390
C -3.0380 -4.3554 -0.1599
C -2.2842 -3.1566 -0.4194
O -2.4610 -2.1312 0.2954
C -1.3876 -3.2259 -1.5466
C -0.4928 -2.1669 -1.9295
O -0.2664 -1.1128 -1.3435
C -1.3240 -4.3876 -2.3426
H -3.5229 -6.3532 -0.7124
H -3.7016 -4.3309 0.6950
H 0.0576 -2.3602 -2.8697
H -0.6569 -4.3976 -3.1972
C -5.4187 1.9951 1.6106
C -5.1465 3.2861 2.1116
C -3.8548 3.6685 2.3308
C -2.7797 2.7754 2.0572
N -3.0618 1.5224 1.5610
C -4.3349 1.1826 1.3557
C -1.4138 3.1136 2.2764
C -0.9991 4.3600 2.8294
C 0.3207 4.6062 3.0741
C 1.2840 3.6161 2.7774
C 0.8189 2.4446 2.2167
N -0.4574 2.1751 1.9514
H -6.4232 1.6581 1.3993
H -5.9559 3.9789 2.3129
H -3.6509 4.6619 2.7042
H -4.4899 0.1849 0.9497
H -1.7322 5.1190 3.0634
H 0.6232 5.5582 3.4964
H 2.3391 3.7621 2.9626
H 1.5232 1.6549 1.9622
C 3.5430 -0.3576 1.8397
Si 3.3899 -0.6734 -0.0008
C 2.7863 -2.4259 -0.2862
C 5.0233 -0.2599 -0.8853
C 6.3424 -0.7118 -0.8204
C 7.3203 -0.1097 -1.5985
C 6.9917 0.9460 -2.4481
C 5.6838 1.4017 -2.5257
C 4.6896 0.8056 -1.7478
Si 2.8081 1.0236 -1.5310
C 1.9039 0.5522 -3.0992
C 2.3173 2.7421 -0.9790
H 4.2690 -1.0544 2.2704
H 2.5904 -0.5174 2.3480
H 3.8884 0.6588 2.0420
H 3.4881 -3.1535 0.1307
H 2.6571 -2.6360 -1.3499
H 1.8249 -2.5660 0.2135
H 6.6143 -1.5280 -0.1582
H 8.3465 -0.4565 -1.5467
H 7.7650 1.4084 -3.0516
H 5.4422 2.2200 -3.1967
H 2.2444 1.1810 -3.9275
H 0.8269 0.6846 -2.9955
H 2.0940 -0.4902 -3.3645
H 2.5020 3.4564 -1.7868
H 2.8721 3.0645 -0.0965
H 1.2510 2.7874 -0.7494
Cl -1.9881 0.1263 -4.2590
Ge -2.7740 0.9285 -2.2525
Cl -4.4752 2.1825 -3.1213
Cl -1.1890 2.5806 -1.9967
Br 1.9230 -3.7468 6.4981
C 1.1873 -2.7963 4.9998
C 0.9824 -1.4325 5.0959
C 0.4555 -0.7626 3.9915
C 0.1125 -1.3869 2.7780
C 0.3406 -2.7748 2.7715
C 0.8709 -3.4890 3.8461
H 1.2317 -0.9043 6.0087
H 0.3154 0.3122 4.0976
H 0.0920 -3.3565 1.8833
H 1.0315 -4.5591 3.7881
*
```


(2)
Formula: C33H32BrF3KN5O4S2
Source: the OMol25 dataset
Level of theory: wB97M-V/def2-TZVPD

Output
ΔE to the lowest compared entry with this formula, charge and spin (kcal per mole): 17.6
HOMO energy (eV): -2.10
Maximum force (Eh/bohr): 0.040
DFT total energy (Eh): -6121.36705

ORCA input file:
```
! wB97M-V def2-TZVPD RIJCOSX def2/J DEFGRID3
* xyz -2 1
K 0.6765 0.5174 -0.4218
O -4.2612 -3.5878 1.0344
C -4.0988 -3.1938 -0.2544
C -4.7673 -3.8004 -1.2969
C -4.4819 -3.4652 -2.6072
C -3.6144 -2.4278 -2.8769
C -2.9544 -1.8065 -1.8319
C -3.1617 -2.1907 -0.5163
C -2.2517 -1.5076 0.5323
O -1.9245 -0.2756 0.2923
N -0.8863 -2.4450 0.4547
N -0.0053 -2.1521 1.4374
C -0.2803 -2.6341 2.5811
C 0.5613 -2.5115 3.7022
Br 2.0671 -1.3280 3.4977
C 0.5465 -3.2040 4.8744
C -0.3509 -4.2283 5.3745
C -1.6773 -4.4612 4.9928
C -2.3948 -5.5121 5.5286
C -1.8143 -6.3771 6.4900
C -0.5173 -6.1042 6.8907
C 0.1927 -5.0621 6.3517
H -4.9159 -4.2745 1.0501
H -5.4886 -4.5949 -1.0755
H -4.9756 -3.9977 -3.3963
H -3.4292 -2.1511 -3.9090
H -2.2965 -0.9837 -2.0433
H -2.5985 -1.7855 1.5699
H -0.4843 -2.0561 -0.3845
H -1.1196 -3.3430 2.6672
H 1.4177 -3.0063 5.4863
H -2.1818 -3.7946 4.3062
H -3.4390 -5.7047 5.2702
H -2.3671 -7.2324 6.8954
H -0.0419 -6.7329 7.6830
H 1.1978 -4.9110 6.6906
O 3.1381 1.4959 0.3712
N 4.0066 1.2212 1.3489
C 4.5940 0.0128 1.1963
C 5.4065 -0.5690 2.1006
C 5.7056 0.1492 3.2694
C 5.2092 1.4312 3.3726
C 4.3136 2.0342 2.4194
S 3.5805 3.5710 2.6528
H 4.3057 -0.4973 0.3049
H 5.7420 -1.5789 1.8943
H 6.3263 -0.2781 4.0584
H 5.4497 2.0159 4.2408
C -2.5281 1.7182 -3.0623
C -2.4842 2.6158 -1.8453
C -1.5038 3.7721 -2.0170
N -0.1125 3.3837 -1.9081
C 0.7240 3.9429 -1.0218
S 0.2888 4.9356 0.2139
N 2.0693 3.5680 -1.1988
C 2.8049 3.7569 -2.3345
O 3.9533 3.3971 -2.4343
C 2.1620 4.4985 -3.4932
C 2.0240 3.8554 -4.7267
C 1.4427 4.5410 -5.7912
C 0.9166 5.8177 -5.6105
C 1.0221 6.4441 -4.3742
C 1.6599 5.8010 -3.3185
H -3.3072 0.9661 -2.9436
H -1.5962 1.1934 -3.2240
H -2.7426 2.2885 -3.9906
H -2.1890 2.0464 -0.9486
H -3.4637 3.0052 -1.5903
H -1.6563 4.5094 -1.2379
H -1.6513 4.2246 -3.0062
H 0.2701 2.7697 -2.6277
H 2.5965 3.2999 -0.3431
H 2.3363 2.8041 -4.8128
H 1.3220 4.0172 -6.7467
H 0.4004 6.3305 -6.4219
H 0.5786 7.4316 -4.2251
H 1.7067 6.2498 -2.3197
F -0.1393 -0.7746 -3.8401
C 0.8466 0.0008 -3.2231
F 1.9897 -0.3999 -3.9460
F 0.6026 1.3070 -3.8992
*
```


(3)
Formula: C33H32ClMgN5O5PS6
Source: the OMol25 dataset
Level of theory: wB97M-V/def2-TZVPD

Output
ΔE to the lowest compared entry with this formula, charge and spin (kcal per mole): 12.1
HOMO energy (eV): -4.13
Maximum force (Eh/bohr): 0.013
DFT total energy (Eh): -5317.78317

ORCA input file:
```
! wB97M-V def2-TZVPD RIJCOSX def2/J DEFGRID3
* xyz -1 1
Mg -0.3344 0.4363 0.3407
O 2.5237 2.0723 2.0783
S 2.1471 1.4417 0.8372
O 1.1974 2.1954 0.0161
O 1.6089 0.0687 0.9831
C 3.6150 1.2418 -0.1470
C 4.8386 1.5584 0.4201
C 6.0020 1.3842 -0.3152
C 5.9324 0.8905 -1.6080
C 4.7014 0.5710 -2.1620
C 3.5215 0.7429 -1.4453
P 1.8945 0.2602 -2.1798
C 2.3281 -1.4252 -2.7428
C 2.5982 -1.8223 -4.0471
C 2.8412 -3.1599 -4.3366
C 2.8147 -4.1086 -3.3262
C 2.5438 -3.7197 -2.0198
C 2.2947 -2.3890 -1.7312
C 1.8695 1.2807 -3.6935
C 1.0241 0.9256 -4.7441
C 0.8195 1.7776 -5.8163
C 1.4499 3.0142 -5.8516
C 2.2780 3.3877 -4.8044
C 2.4843 2.5311 -3.7329
H 4.8608 1.9352 1.4335
H 6.9609 1.6275 0.1246
H 6.8365 0.7472 -2.1865
H 4.6517 0.1736 -3.1692
H 2.6351 -1.0892 -4.8455
H 3.0476 -3.4564 -5.3581
H 2.9909 -5.1523 -3.5560
H 2.4982 -4.4530 -1.2248
H 2.0414 -2.0998 -0.7167
H 0.4956 -0.0182 -4.7169
H 0.1490 1.4808 -6.6131
H 1.2849 3.6862 -6.6846
H 2.7621 4.3568 -4.8126
H 3.1184 2.8475 -2.9144
Cl -3.1136 0.9615 -6.4508
C -2.6491 1.0958 -4.7704
C -2.6537 2.3569 -4.1553
C -2.2844 2.4934 -2.8464
C -1.8617 1.3782 -2.0548
O -1.5487 1.5410 -0.8321
C -1.8388 0.1128 -2.7263
C -1.3190 -1.0773 -2.1061
O -0.7227 -1.1417 -1.0375
C -2.2584 -0.0055 -4.0643
H -2.9548 3.2230 -4.7315
H -2.2827 3.4648 -2.3687
H -1.4453 -2.0116 -2.6852
H -2.2400 -0.9808 -4.5384
C -3.1086 3.6329 3.8642
N -1.9852 3.3195 3.0052
C -0.8031 4.1273 3.2367
C -1.8029 2.0792 2.4372
N -0.6730 1.5176 2.2385
N -2.9807 1.4489 2.0641
C -3.0928 0.1449 1.5749
N -4.4096 -0.2378 1.4436
N -2.0812 -0.5558 1.2650
H -3.4776 4.6374 3.6464
H -2.8167 3.5944 4.9206
H -3.9221 2.9253 3.7282
H -1.1151 5.1621 3.3770
H -0.1411 4.0809 2.3734
H -0.2466 3.8094 4.1269
H 0.1009 1.9795 2.7028
H -3.7458 2.0538 1.8174
H -5.0685 0.1533 2.0958
H -4.5521 -1.2126 1.2228
H -2.3144 -1.5105 0.9921
C -3.6985 -5.1275 0.3592
S -4.1443 -3.6062 1.2270
C -3.0668 -3.6278 2.6041
C -1.6979 -3.6227 2.5599
S -0.6407 -3.6884 1.2234
S -0.9697 -3.5242 4.1627
C -2.3941 -3.4256 5.1280
S -2.3936 -3.2743 6.7815
S -3.8198 -3.5504 4.1831
H -4.1433 -5.0713 -0.6343
H -4.0818 -6.0000 0.8850
H -2.6148 -5.1674 0.2689
*
```


(4)
Formula: C33H32F3N6O2S4SiSn
Source: the OMol25 dataset
Level of theory: wB97M-V/def2-TZVPD

Output
ΔE to the lowest compared entry with this formula, charge and spin (kcal per mole): 0.0
HOMO energy (eV): -4.44
Maximum force (Eh/bohr): 0.002
DFT total energy (Eh): -4152.08165

ORCA input file:
```
! wB97M-V def2-TZVPD RIJCOSX def2/J DEFGRID3
* xyz -1 1
Sn 0.2453 -1.1138 0.1624
C -4.2811 1.4838 -0.6951
C -4.0257 1.2154 0.7822
S -2.5931 0.1581 1.1524
C -3.3250 -1.3451 1.8307
C -4.1028 -2.2298 0.8626
S -3.0727 -2.9429 -0.4548
C -3.7740 -2.2975 -1.9942
C -3.6490 -0.8003 -2.2417
S -5.0760 0.1472 -1.6170
H -3.3577 1.7549 -1.2046
H -4.9521 2.3410 -0.7857
H -4.9055 0.7715 1.2523
H -3.8302 2.1683 1.2790
H -3.9639 -1.0699 2.6736
H -2.4611 -1.8717 2.2435
H -4.9176 -1.6783 0.3982
H -4.5377 -3.0567 1.4291
H -4.8088 -2.6302 -2.1044
H -3.1859 -2.8123 -2.7580
H -3.5724 -0.6266 -3.3154
H -2.7456 -0.4083 -1.7772
N 4.5508 -2.0839 0.3026
C 3.6026 -1.1804 0.0656
N 2.5383 -1.7889 -0.4151
C 2.8995 -3.1070 -0.4263
N 4.1236 -3.3261 -0.0052
C 1.9949 -4.1900 -0.8425
C 2.2609 -5.5203 -0.5294
N 1.4392 -6.4963 -0.8946
C 0.3477 -6.1317 -1.5626
C 0.0774 -4.8053 -1.8677
N 0.9045 -3.8332 -1.5088
H 5.4646 -1.9419 0.6942
H 3.7074 -0.1261 0.2569
H 3.1503 -5.7870 0.0275
H -0.3346 -6.9189 -1.8607
H -0.8092 -4.5106 -2.4171
C 0.7330 3.8479 4.1559
C 1.1412 4.4893 2.9921
C 1.1601 3.7938 1.7926
C 0.7841 2.4465 1.7196
C 0.3631 1.8284 2.8972
C 0.3394 2.5201 4.1041
Si 0.7451 1.5331 0.0613
C 2.4461 1.7994 -0.7557
C 3.5304 2.3706 -0.0799
C 4.8030 2.4029 -0.6403
C 5.0248 1.8634 -1.8991
C 3.9644 1.2894 -2.5891
C 2.6990 1.2540 -2.0215
C -0.5291 2.5197 -0.9593
C -0.7300 2.3000 -2.3276
C -1.6367 3.0550 -3.0597
C -2.3760 4.0547 -2.4415
C -2.2125 4.2768 -1.0824
C -1.3066 3.5144 -0.3544
H 0.7176 4.3860 5.0963
H 1.4380 5.5313 3.0198
H 1.4590 4.3153 0.8883
H 0.0388 0.7953 2.8849
H 0.0112 2.0113 5.0024
H 3.3891 2.7763 0.9140
H 5.6221 2.8495 -0.0883
H 6.0154 1.8842 -2.3371
H 4.1256 0.8500 -3.5661
H 1.9040 0.7457 -2.5547
H -0.1834 1.5150 -2.8329
H -1.7680 2.8553 -4.1164
H -3.0825 4.6449 -3.0126
H -2.7914 5.0454 -0.5829
H -1.1954 3.7090 0.7060
F 3.0043 -1.5022 4.6525
C 1.9835 -2.2786 4.2326
F 2.5359 -3.3916 3.7004
F 1.3092 -2.6604 5.3241
C 1.0977 -1.5490 3.1793
O -0.1142 -1.5124 3.3827
O 1.7646 -1.0954 2.2156
S -0.7952 -2.2146 -4.4864
C -0.3742 -1.4280 -3.1223
N -0.0795 -0.8509 -2.1461
*
```